1.
Entry from the Open Molecules 2025 dataset: a structure of composition C3H5O6P in a non-equilibrium geometry (ωB97M-V/def2-TZVPD).

**Spin multiplicity**: 1
**Total charge**: -2
**Max |F|**: 3.3 eV/A
**ΔE to the lowest compared entry with this formula, charge and spin**: 135.94 kJ/mol
**Frontier orbital gap**: 6.22 eV
**E_LUMO**: 6.7125 eV

The geometry in XYZ format:
```
15
Properties=species:S:1:pos:R:3:nbo_charge:R:1
C -0.109 -1.028 0.662 0.874
C -1.630 0.806 0.600 -0.282
C 0.438 -0.278 -1.140 -0.562
O 0.827 2.050 -0.050 -1.226
O 0.824 -0.112 1.318 -0.881
O 0.113 -2.242 0.649 -0.804
O 2.966 0.660 0.117 -1.197
O 1.073 -1.528 -1.660 -0.801
O -1.387 -0.542 0.929 -0.594
P 1.438 0.713 -0.006 2.296
H -1.838 1.031 -0.488 0.141
H -0.719 1.328 0.907 0.260
H -2.580 0.981 1.035 0.139
H -0.167 0.284 -1.881 0.161
H 0.751 -2.123 -0.993 0.477
```

=====

2.
Entry from the Open Molecules 2025 dataset: an isolated molecule of C2H3NO2 in a non-equilibrium geometry (ωB97M-V/def2-TZVPD).

**Spin multiplicity**: 1
**Total charge**: 0
**SMILES**: C=[N+]([O-])C=O
**Max |F|**: 4.2 eV/A
**ΔE to the lowest compared entry with this formula, charge and spin**: 364.14 kJ/mol
**Frontier orbital gap**: 9.85 eV
**E_LUMO**: 0.3868 eV

The geometry in XYZ format:
```
8
Properties=species:S:1:pos:R:3:nbo_charge:R:1
C 0.038 -1.218 -0.395 -0.232
N -0.389 -0.035 -0.391 0.088
O -1.198 0.555 -1.088 -0.484
C 0.337 1.071 0.644 0.510
O 1.476 1.332 0.509 -0.464
H -0.507 -1.957 -1.022 0.216
H 0.639 -1.439 0.463 0.201
H -0.395 1.691 1.280 0.165
```

=====

3.
Entry from the Open Molecules 2025 dataset: a cluster of 4 separate species, C4H6N2O2 in total in a non-equilibrium geometry (ωB97M-V/def2-TZVPD).

**Spin multiplicity**: 1
**Total charge**: 0
**Max |F|**: 6.2 eV/A
**ΔE to the lowest compared entry with this formula, charge and spin**: 872.60 kJ/mol
**Frontier orbital gap**: 9.52 eV
**E_LUMO**: -0.2110 eV

The geometry in XYZ format:
```
14
Properties=species:S:1:pos:R:3:nbo_charge:R:1
C -0.923 1.022 -0.666 0.298
C 0.741 0.011 0.892 -0.331
C 1.674 -0.559 -0.212 0.450
C -1.476 -1.294 0.052 0.561
H 0.204 2.726 0.528 0.290
H -1.676 0.426 -1.857 0.195
H 1.091 1.001 1.167 0.242
H 0.692 -0.648 1.795 0.258
H 2.545 0.005 0.445 0.102
H -0.576 -2.464 -0.225 0.155
N -0.459 2.208 -0.673 -0.632
N -0.719 -0.090 0.219 -0.557
O 1.529 -1.294 -1.228 -0.493
O -2.647 -1.050 -0.237 -0.538
```

=====

4.
Entry from the Open Molecules 2025 dataset: an isolated molecule of C4H8O in a non-equilibrium geometry (ωB97M-V/def2-TZVPD).

**Spin multiplicity**: 1
**Total charge**: 0
**SMILES**: C=CCCO
**Max |F|**: 1.8 eV/A
**ΔE to the lowest compared entry with this formula, charge and spin**: 110.77 kJ/mol
**Frontier orbital gap**: 10.55 eV
**E_LUMO**: 0.9785 eV

The geometry in XYZ format:
```
13
Properties=species:S:1:pos:R:3:nbo_charge:R:1
C 2.274 -0.199 -0.213 -0.408
C 1.008 -0.366 0.199 -0.172
C 0.047 0.739 0.369 -0.466
C -1.218 0.495 -0.375 -0.057
O -1.809 -0.740 -0.057 -0.712
H 2.668 0.803 -0.315 0.187
H 2.986 -1.053 -0.291 0.204
H 0.532 -1.345 0.306 0.209
H 0.528 1.699 0.066 0.213
H -0.155 0.786 1.449 0.198
H -0.910 0.449 -1.399 0.181
H -1.885 1.337 -0.170 0.161
H -1.958 -0.773 0.928 0.461
```

=====

5.
Entry from the Open Molecules 2025 dataset: a structure of composition C17H8ClF5NO4RuSe (ωB97M-V/def2-TZVPD).

**Spin multiplicity**: 5
**Expectation value of S²**: 6.0459
**Total charge**: +1
**Max |F|**: 0.4 eV/A
**ΔE to the lowest compared entry with this formula, charge and spin**: 269.04 kJ/mol
**Frontier orbital gap (spin up / spin down)**: 6.91 / 5.94 eV
**E_LUMO (spin up / spin down)**: -4.8493 / -5.9965 eV

The geometry in XYZ format:
```
38
Properties=species:S:1:pos:R:3:mulliken_spin:R:1
Ru 0.726 0.422 0.694 2.445
Cl -4.437 -3.080 -2.845 0.084
C -3.297 -1.877 -2.479 0.328
C -3.744 -0.726 -1.863 -0.037
C -2.945 0.288 -1.343 0.243
C -1.528 0.401 -1.392 0.149
O -0.964 0.933 -0.393 0.160
C -0.634 -0.085 -2.532 0.009
C 1.519 0.216 -1.975 -0.013
O 1.890 0.795 -0.784 0.090
C -1.874 -2.167 -2.863 0.003
H -4.804 -0.660 -1.653 -0.003
H -3.419 0.991 -0.667 0.003
H 2.388 -0.136 -2.531 0.007
H -1.914 -2.985 -3.578 -0.006
O 0.468 2.008 -3.440 0.001
C 0.470 1.004 -2.825 0.036
C -1.298 -0.918 -3.585 0.062
C -1.044 -2.693 -1.624 0.052
C 0.047 -1.800 -1.055 0.001
O 0.473 -1.894 0.091 0.042
N 0.462 -0.851 -1.927 0.027
H -0.546 -1.211 -4.316 0.001
H -2.089 -0.385 -4.111 -0.021
H -0.507 -3.594 -1.933 0.001
H -1.699 -2.999 -0.810 -0.004
F 4.592 2.786 5.549 0.002
C 3.522 2.292 4.955 0.019
C 3.653 1.624 3.747 -0.004
F 4.840 1.474 3.182 0.000
C 2.515 1.122 3.158 0.042
F 2.660 0.450 1.969 0.009
C 1.256 1.246 3.702 -0.012
Se -0.283 0.486 2.864 0.282
C 1.151 1.922 4.906 0.011
F -0.031 2.077 5.490 0.002
C 2.272 2.441 5.533 -0.009
F 2.154 3.080 6.685 -0.001
```

=====

6.
Entry from the Open Molecules 2025 dataset: an isolated molecule of C21H22N2O4S (ωB97M-V/def2-TZVPD).

**Spin multiplicity**: 1
**Total charge**: 0
**SMILES**: O=C(C1=C(O)C(=O)N(CCN2CCOCC2)[C@H]1c1ccccc1)c1cccs1
**Max |F|**: 0.8 eV/A
**ΔE to the lowest compared entry with this formula, charge and spin**: 187.14 kJ/mol
**Frontier orbital gap**: 8.44 eV
**E_LUMO**: -0.3452 eV

The geometry in XYZ format:
```
50
Properties=species:S:1:pos:R:3:nbo_charge:R:1
O 0.114 0.733 3.787 -0.539
C 0.499 -0.415 3.630 0.519
C 0.762 -0.943 2.286 -0.192
C 0.750 -2.195 1.783 0.297
O 0.568 -3.394 2.336 -0.638
C 0.964 -2.141 0.308 0.607
O 0.997 -3.125 -0.410 -0.635
N 1.123 -0.845 -0.010 -0.397
C 1.288 -0.343 -1.350 -0.217
C -0.010 -0.452 -2.168 -0.230
N 0.088 0.345 -3.375 -0.449
C -0.282 1.733 -3.152 -0.254
C -0.019 2.529 -4.430 -0.073
O -0.747 2.010 -5.517 -0.522
C -0.421 0.656 -5.726 -0.073
C -0.697 -0.184 -4.479 -0.245
C 0.929 0.025 1.136 -0.050
C -0.276 0.919 0.939 -0.028
C -0.115 2.279 0.724 -0.207
C -1.217 3.083 0.487 -0.204
C -2.486 2.533 0.463 -0.211
C -2.652 1.175 0.680 -0.219
C -1.552 0.371 0.914 -0.160
C 0.714 -1.305 4.764 -0.334
C 1.530 -2.397 4.911 -0.176
C 1.513 -2.918 6.215 -0.274
C 0.689 -2.217 7.045 -0.387
S -0.065 -0.897 6.262 0.501
H 0.595 -4.041 1.604 0.511
H 1.604 0.699 -1.284 0.209
H 2.071 -0.919 -1.849 0.224
H -0.154 -1.500 -2.438 0.215
H -0.862 -0.141 -1.542 0.184
H 0.316 2.145 -2.338 0.204
H -1.348 1.823 -2.878 0.174
H -0.339 3.565 -4.313 0.193
H 1.058 2.499 -4.655 0.164
H -1.033 0.319 -6.563 0.193
H 0.644 0.566 -5.988 0.165
H -0.397 -1.217 -4.664 0.206
H -1.778 -0.158 -4.257 0.169
H 1.818 0.652 1.283 0.218
H 0.873 2.715 0.752 0.211
H -1.083 4.142 0.323 0.215
H -3.346 3.160 0.279 0.216
H -3.641 0.741 0.668 0.215
H -1.682 -0.689 1.082 0.207
H 2.133 -2.800 4.119 0.233
H 2.084 -3.774 6.525 0.227
H 0.483 -2.405 8.080 0.237
```

=====

7.
Entry from the Open Molecules 2025 dataset: a cluster of 2 separate species, C2H6NO3 in total in a non-equilibrium geometry (ωB97M-V/def2-TZVPD).

**Spin multiplicity**: 1
**Total charge**: -1
**Max |F|**: 3.6 eV/A
**ΔE to the lowest compared entry with this formula, charge and spin**: 151.29 kJ/mol
**Frontier orbital gap**: 7.82 eV
**E_LUMO**: 3.8204 eV

The geometry in XYZ format:
```
12
Properties=species:S:1:pos:R:3:nbo_charge:R:1
C 0.311 -1.182 0.592 -0.404
N -0.487 -0.354 -0.285 -0.793
C -1.983 -0.261 -0.191 0.885
O -2.469 0.324 -1.196 -0.819
O -2.392 -0.683 0.866 -0.775
H 0.904 -1.902 -0.121 0.165
H -0.194 -1.860 1.388 0.229
H 0.964 -0.373 1.227 0.143
H -0.209 0.114 -1.197 0.373
H 1.271 1.738 -0.868 0.497
H 2.258 2.151 0.342 0.473
O 2.025 2.288 -0.558 -0.973
```

=====

8.
Entry from the Open Molecules 2025 dataset: a structure of composition C5H16Si2 in a non-equilibrium geometry (ωB97M-V/def2-TZVPD).

**Spin multiplicity**: 1
**Total charge**: 0
**Max |F|**: 4.4 eV/A
**ΔE to the lowest compared entry with this formula, charge and spin**: 424.92 kJ/mol
**Frontier orbital gap**: 9.53 eV
**E_LUMO**: 0.5721 eV

The geometry in XYZ format:
```
23
Properties=species:S:1:pos:R:3:nbo_charge:R:1
C 0.679 1.135 -1.046 -0.593
C 0.625 0.299 1.374 -0.615
C 2.511 -0.255 -0.301 -0.617
C 0.267 -1.257 -0.453 -0.597
C 1.025 0.014 -0.102 -0.098
Si -3.030 0.801 -0.092 0.315
Si -2.050 -1.296 -0.052 0.487
H -0.262 1.394 -0.802 0.201
H 0.856 0.832 -2.007 0.204
H 1.450 1.825 -0.793 0.205
H 1.008 -0.343 2.110 0.215
H 1.152 1.190 1.739 0.206
H -0.521 0.485 1.566 0.213
H 2.913 -1.162 0.152 0.210
H 2.858 -0.261 -1.294 0.211
H 3.119 0.386 0.301 0.211
H 0.588 -1.713 -1.440 0.206
H 0.429 -2.044 0.326 0.202
H -3.332 1.710 -1.398 -0.083
H -1.934 1.436 0.703 -0.138
H -4.289 1.084 0.873 -0.102
H -1.768 -1.767 1.447 -0.110
H -2.294 -2.492 -0.813 -0.136
```

=====

Q: max |F| of number 6 (C21H22N2O4S)?
A: 0.8 eV/A

=====

Q: What is the max |F| in the seventh record?
A: 3.6 eV/A